{"formula": "C7H8OS", "method": "ωB97M-V/def2-TZVPD", "symbols": ["C", "C", "S", "H", "H", "H", "C", "C", "C", "H", "H", "C", "O", "H", "C", "H", "H"], "coordinates": [[-1.25587, -1.04616, 0.74876], [1.62979, 0.56084, -0.72776], [-1.78950, -1.15178, -0.92204], [0.43689, 0.05501, -2.38691], [1.22675, 1.61735, -2.48414], [0.29050, -2.29671, 1.17322], [1.34903, 0.64365, -2.14284], [-2.15507, -0.01254, 0.36384], [1.94029, 0.20528, 0.37396], [-0.15849, -1.31804, 2.63636], [-3.33206, 1.56345, -0.30906], [-0.36579, -1.56463, 1.53905], [2.47659, -0.11661, 1.54442], [2.12505, 0.35707, -2.74367], [-2.83367, 1.13393, 0.48044], [-2.98159, 1.76401, 1.40152], [3.39715, -0.39410, 1.45484]], "mulliken_charge": [0.409, 0.059, -0.238, 0.166, 0.336, 0.316, -1.137, 0.155, 0.440, 0.228, 0.269, -0.715, -0.529, 0.341, -0.657, 0.224, 0.334], "homo_ev": -8.5, "homo_lumo_gap_ev": 9.0, "max_force_ev_per_a": 3.01, "relative_energy_ev": 4.303}